A cluster of 2 separate species, C2H8N2O in total in a non-equilibrium geometry. Source: the Open Molecules 2025 dataset; level of theory: ωB97M-V/def2-TZVPD.

The geometry in XYZ format:
```
13
Properties=species:S:1:pos:R:3:forces:R:3:lowdin_charge:R:1
C -0.319 1.329 -0.562 0.2103 -0.1411 -2.6162 -0.182
N -1.523 -1.377 -0.528 0.5259 -0.2783 -0.2508 0.053
C -0.150 -1.152 -0.568 0.3653 4.1195 0.6543 -0.249
N 0.421 0.088 -0.581 -0.0693 -4.9328 0.3944 -0.069
H 0.277 2.275 -0.762 -0.1670 -1.4397 0.9109 0.092
H -1.006 1.400 0.227 -0.6656 0.3407 1.6444 0.052
H -0.965 1.334 -1.440 -0.4300 0.0813 -0.4096 0.057
H -2.018 -0.706 -1.099 -0.5585 -0.2963 0.2392 0.075
H -1.835 -2.363 -0.534 0.2227 1.2551 -0.3224 0.098
H 0.367 -2.129 -0.468 0.6316 1.2397 -0.1514 0.111
H 2.096 -0.209 1.573 -0.2085 1.1454 -0.2544 0.008
H 2.294 1.242 2.373 -0.2627 -1.0633 -0.9200 0.042
O 2.360 0.269 2.369 0.4058 -0.0302 1.0816 -0.087
```
Forces are in eV/Å.

* frontier orbital gap: 9.84 eV
* SMILES string: C/N=C\N.O
* HOMO: -9.1 eV